No. 1
Computed, not measured: the ion C5H12N3 with charge +1, with ωB97M-V/def2-TZVPD.

Results
- Total energy: -361.574763 hartree
- Largest force on an atom: 3.11 eV/A
- HOMO energy (alpha / beta): -11.2265 / -11.2095 eV
- Energy above the lowest of the compared OMol25 structures with the same formula, charge and spin: 121.33 kcal per mole
- LUMO energy (alpha / beta): -0.123 / -0.120 Eh
- Gap between HOMO and LUMO (alpha / beta): 7.8932 / 7.9571 eV

The geometry in ORCA input format:
```
! wB97M-V def2-TZVPD RIJCOSX def2/J DEFGRID3
* xyz 1 1
N 2.82 -1.63 0.31
N -1.12 0.71 0.79
N 1.15 -0.03 -0.28
C 0.93 1.43 -0.10
C -0.77 -0.67 0.35
C -0.56 1.59 -0.34
C -1.82 -1.11 -0.71
C 2.27 -0.47 -0.01
H 3.80 -1.87 0.05
H -2.14 0.80 0.75
H 1.28 1.98 0.82
H -0.69 -1.41 1.28
H -0.77 1.17 1.62
H -2.20 -2.16 -0.48
H -1.53 -1.07 -1.78
H 1.47 1.91 -0.85
H 2.44 -2.33 0.90
H -0.81 1.02 -1.23
H -2.72 -0.44 -0.74
H -1.02 2.58 -0.37
*
```

Atomic partial charges in e from the Mulliken method, atoms 1 to 5: -0.28 -0.28 -0.12 -0.64 0.02

---

No. 2
Computed, not measured: a cluster of 2 separate species, C18H15BClN3O5 in total, with ωB97M-V/def2-TZVPD.

Results
- Total energy: -1720.239898 hartree
- SMILES: C#CCc1c(N)c2c(c(B(C)O)c1Cl)C(=O)NC2=O.O=[N+]([O-])c1ccccc1
- Largest force on an atom: 3.60 eV/A
- HOMO energy: -8.7102 eV
- Energy above the lowest of the compared OMol25 structures with the same formula, charge and spin: 68.62 kcal per mole
- LUMO energy: -0.030 Eh
- Gap between HOMO and LUMO: 7.8871 eV

The geometry in ORCA input format:
```
! wB97M-V def2-TZVPD RIJCOSX def2/J DEFGRID3
* xyz 0 1
Cl 0.45 0.91 2.21
O -3.25 -2.09 2.25
O 1.48 -5.74 -0.28
O -1.70 3.20 0.66
O -2.74 -4.29 0.59
O -1.26 1.51 -0.62
N -1.38 2.71 -0.41
N -0.85 -5.12 -0.45
N 3.28 -3.22 0.13
C 2.02 -2.67 0.51
C -2.83 0.39 1.67
C 1.83 -1.27 1.08
C 0.56 -4.94 -0.18
C 3.14 -0.38 1.21
C -0.79 -1.61 1.34
C -1.11 3.63 -1.52
C -0.57 -2.96 0.74
C 4.64 -1.59 3.20
C -0.57 5.36 -3.61
C -0.49 3.99 -3.81
C -1.56 -4.12 0.37
C 0.79 -3.49 0.35
C -0.92 5.87 -2.36
C 4.03 -1.00 2.33
C -1.20 5.00 -1.31
C 0.48 -0.75 1.51
C -0.77 3.12 -2.76
B -2.28 -1.14 1.76
H -0.70 2.05 -2.93
H -0.98 6.94 -2.21
H 3.76 -0.44 0.25
H 3.26 -3.66 -0.80
H -1.12 -5.16 -1.44
H 2.91 0.71 1.35
H -2.17 1.01 0.98
H -2.67 0.81 2.72
H 5.06 -2.32 3.94
H -1.48 5.41 -0.35
H 4.05 -2.56 0.23
H -3.85 -2.20 1.49
H -3.92 0.45 1.39
H -0.34 6.04 -4.42
H -0.22 3.60 -4.78
*
```

Atomic partial charges in e from the Mulliken method, atoms 1 to 5: -0.18 -0.49 -0.53 -0.57 -0.50

---

No. 3
Computed, not measured: a cluster of 2 separate species, C16H32FN3O10PS2 in total, with ωB97M-V/def2-TZVPD.

Results
- Total energy: -2782.910867 hartree
- Largest force on an atom: 2.14 eV/A
- HOMO energy: -10.6730 eV
- LUMO energy: -0.139 Eh
- Gap between HOMO and LUMO: 6.8996 eV

The geometry in ORCA input format:
```
! wB97M-V def2-TZVPD RIJCOSX def2/J DEFGRID3
* xyz 1 1
S 1.84 -4.60 -3.77
S 2.69 3.55 -2.02
P -1.57 -0.31 -2.75
F 2.65 -2.81 -1.11
O -2.30 0.70 -6.53
O -0.99 0.85 -3.63
O -1.51 -1.34 -6.31
O 3.53 4.69 -2.18
O -2.69 -1.04 -3.32
O -1.90 0.30 -1.34
O -3.29 -0.07 4.06
O 1.18 0.64 3.70
O 1.27 3.73 -2.02
O 3.01 2.52 -3.20
N 0.80 -1.49 -1.61
N 0.05 -2.51 -3.38
N -0.92 -0.25 5.84
C -1.40 -0.04 -6.63
C 1.48 0.80 -1.09
C 3.14 2.67 -0.54
C 2.02 1.76 -0.02
C -0.18 -1.47 -2.54
C 0.04 0.63 2.87
C 0.99 -0.53 -0.51
C -0.75 -2.80 -4.57
C -3.36 -1.45 3.75
C -0.33 -1.89 -5.73
C -3.29 0.22 5.46
C 0.44 0.25 6.03
C -1.95 0.77 5.90
C 1.62 -2.54 -1.86
C 1.17 -3.20 -2.98
C 0.99 1.22 4.99
H 0.41 0.69 1.84
H -1.79 -2.64 -4.33
H 0.38 2.13 4.90
H 1.98 1.53 5.32
H 0.29 -2.42 -6.45
H -0.63 -3.84 -4.84
H -0.52 -0.30 2.97
H 2.30 0.55 -1.77
H 3.90 2.17 -3.10
H -4.05 0.98 5.63
H 0.06 -0.40 0.03
H -0.97 -0.72 4.95
H 0.71 1.29 -1.66
H -1.33 1.06 -1.13
H -4.22 -1.92 4.25
H -2.45 -1.99 4.04
H -2.04 1.14 6.92
H -1.73 1.63 5.25
H 1.71 -0.94 0.19
H -3.50 -1.54 2.68
H 3.45 3.40 0.20
H 1.23 2.43 0.30
H 0.51 0.73 7.01
H 2.40 1.24 0.85
H 4.02 2.06 -0.75
H -0.42 0.31 -6.97
H 2.28 -3.96 -4.86
H -3.56 -0.66 6.04
H -0.62 1.48 3.05
H 1.10 -0.62 6.05
H 0.27 -1.08 -5.32
H -1.66 1.21 -4.24
*
```

Atomic partial charges in e from the Mulliken method, atoms 1 to 5: -0.18 1.22 0.78 -0.26 -0.44

---

No. 4
Computed, not measured: a structure of composition C28H22F6MnN4O12PS2, with ωB97M-V/def2-TZVPD.

Results
- Total energy: -5089.718486 hartree
- <S²>: 6.288
- Largest force on an atom: 2.67 eV/A
- HOMO energy (alpha / beta): -8.3134 / -8.3162 eV
- Energy above the lowest of the compared OMol25 structures with the same formula, charge and spin: 83.81 kcal per mole
- LUMO energy (alpha / beta): -0.075 / -0.071 Eh
- Gap between HOMO and LUMO (alpha / beta): 6.2640 / 6.3919 eV

The geometry in ORCA input format:
```
! wB97M-V def2-TZVPD RIJCOSX def2/J DEFGRID3
* xyz 0 5
Mn 1.32 0.61 -0.35
S 2.63 -0.87 -2.95
S 2.19 1.88 -3.30
P -1.06 -2.26 0.65
F 5.16 -0.65 -2.32
F 3.36 4.18 -3.06
F 4.40 -2.67 -2.40
F 4.80 -1.60 -4.24
F 4.30 2.90 -4.52
F 4.57 2.51 -2.41
O -0.26 -0.27 -1.03
O 0.04 1.92 0.23
O 1.28 2.51 -4.19
O 2.44 -0.68 -1.49
O -2.27 5.21 1.16
O 1.85 -1.89 -3.56
O 1.89 1.95 -1.85
O -0.62 3.96 1.75
O -4.62 4.72 -2.84
O 3.36 1.22 0.30
O -4.40 2.94 -4.05
O -0.22 0.19 -3.10
N -0.65 0.40 -2.01
N 2.90 0.50 -3.69
N -4.09 3.66 -3.11
N -1.51 4.27 0.99
C -2.33 2.05 -2.56
C 4.32 0.22 0.74
C -3.01 3.20 -2.24
C -0.93 2.32 -0.52
C -2.75 -5.98 2.80
C 0.86 -1.17 4.10
C -2.50 -1.13 0.76
C -1.86 -6.11 1.75
C -3.12 -4.72 3.25
C 0.15 -1.42 1.77
C 4.36 -1.49 -2.99
C 5.71 0.81 0.83
C -1.70 -3.71 1.57
C 0.97 -0.32 1.43
C -4.70 -0.60 -0.08
C 1.60 0.39 2.45
C -4.71 0.57 0.68
C -3.60 -1.44 -0.04
C -1.34 -4.98 1.14
C -1.71 3.47 -0.24
C -2.61 -3.59 2.63
C -3.62 0.87 1.49
C 0.17 -1.85 3.11
C 1.55 -0.02 3.77
C -2.72 3.89 -1.08
C -1.34 1.61 -1.71
C 3.70 2.94 -3.35
C -2.51 0.03 1.53
H 2.13 1.30 2.20
H -1.58 -7.10 1.39
H 5.72 1.68 1.49
H 6.07 1.11 -0.16
H -0.40 -2.73 3.38
H -5.56 1.23 0.65
H 4.30 -0.62 0.06
H -3.64 1.77 2.10
H -1.66 0.29 2.15
H -5.55 -0.84 -0.70
H 0.83 -1.52 5.12
H -2.92 -2.61 2.96
H 6.40 0.07 1.23
H -3.82 -4.62 4.07
H 3.76 1.69 -0.45
H -0.65 -5.08 0.30
H -3.16 -6.87 3.28
H 3.98 -0.11 1.72
H -3.29 4.77 -0.81
H 2.06 0.56 4.53
H -3.59 -2.35 -0.63
H -2.56 1.51 -3.47
*
```

Atomic partial charges in e from the Mulliken method, atoms 1 to 5: 0.99 0.91 0.83 -0.29 -0.19